[1]
DFT (ωB97M-V/def2-TZVPD) results for a structure of composition C19H43MnOP3S in a non-equilibrium geometry.

Output
**E**: -3396.4519 Eh
**Expectation value of S²**: 3.9597
**Relative energy (zero: lowest compared OMol25 entry of this formula, charge and spin)**: 2.517 eV
**Frontier orbital gap (alpha / beta)**: 5.602 / 5.578 eV
**Total charge**: +4
**LUMO (alpha / beta)**: -0.5609 / -0.5619 hartree
**2S+1**: 4

The geometry in XYZ format:
```
68
C19H43MnOP3S | the OMol25 dataset | ωB97M-V/def2-TZVPD
Mn -1.29 -0.91 0.40
P -0.49 0.71 1.61
P 0.01 -1.59 -1.20
P -0.86 -2.60 1.76
H 2.81 1.44 -2.15
C 1.83 1.89 -2.34
C 1.61 3.22 -1.91
H 2.44 3.93 -1.88
C -0.12 2.27 0.74
C 1.04 0.43 2.59
C -1.72 1.24 2.86
C -0.34 -0.78 -2.81
C 1.80 -1.36 -0.88
C -0.07 -3.36 -1.68
C -1.54 -2.36 3.45
C 0.84 -3.20 2.11
C -1.76 -4.12 1.24
H 1.38 1.55 -3.28
H 0.60 3.58 -1.76
H -0.70 2.34 -0.19
H 0.95 2.31 0.48
H -0.36 3.13 1.38
H 1.92 0.74 2.01
H 1.15 -0.63 2.86
H 0.98 1.02 3.51
H -2.73 0.87 2.61
H -1.74 2.34 2.89
H -1.44 0.86 3.86
H 0.57 -0.76 -3.43
H -0.70 0.24 -2.66
H -1.13 -1.34 -3.33
H 2.34 -1.34 -1.84
H 2.19 -2.19 -0.27
H 2.00 -0.43 -0.34
H 0.50 -3.51 -2.61
H -1.12 -3.65 -1.86
H 0.35 -4.01 -0.90
H -2.57 -2.75 3.48
H -1.56 -1.30 3.75
H -0.92 -2.92 4.16
H 1.03 -4.11 1.53
H 0.92 -3.43 3.18
H 1.60 -2.45 1.85
H -2.69 -4.18 1.82
H -1.13 -4.99 1.46
H -2.01 -4.11 0.18
C -3.44 -0.02 -0.96
C -3.79 -0.61 -2.19
C -3.79 0.17 -3.34
C -3.49 1.54 -3.27
C -3.28 2.14 -2.03
C -3.32 1.38 -0.86
S -3.24 -1.09 0.49
H 0.91 0.97 -1.39
H -4.03 -1.68 -2.21
H -4.02 -0.28 -4.31
H -3.47 2.14 -4.18
H -3.09 3.21 -1.97
H -3.24 1.83 0.13
C 4.46 3.55 1.22
C 4.42 2.51 0.12
O 3.81 1.33 0.66
H 3.46 3.74 1.63
H 4.88 4.49 0.85
H 5.10 3.20 2.04
H 3.82 2.87 -0.73
H 5.45 2.29 -0.21
H 4.02 0.58 0.08
```

[2]
DFT (ωB97M-V/def2-TZVPD) results for a cluster of 2 separate species, C3H8N4 in total in a non-equilibrium geometry.

Output
**E**: -338.0928 Eh
**Relative energy (zero: lowest compared OMol25 entry of this formula, charge and spin)**: 1.660 eV
**Frontier orbital gap**: 10.273 eV
**LUMO**: 0.0267 hartree
**2S+1**: 1
**SMILES**: [H]/N=C\N.N#CCN

The geometry in XYZ format:
```
15
C3H8N4 | the OMol25 dataset | ωB97M-V/def2-TZVPD
H -0.85 -2.28 1.24
N -1.29 -1.46 0.82
C -1.22 -0.40 1.53
N -0.36 -0.16 2.55
H -1.75 0.47 1.17
H -0.08 0.79 2.73
H 0.33 -0.86 2.77
N 1.50 0.20 -3.81
C 0.93 0.54 -2.87
C 0.36 0.98 -1.61
N 0.69 0.09 -0.50
H -0.73 1.03 -1.70
H 0.72 2.00 -1.40
H 1.69 -0.10 -0.49
H 0.06 -0.83 -0.42
```

[3]
DFT (ωB97M-V/def2-TZVPD) results for a structure of composition C45H54BF3N8O3S2Sr in a non-equilibrium geometry.

Output
**E**: -3562.7718 Eh
**Relative energy (zero: lowest compared OMol25 entry of this formula, charge and spin)**: 1.444 eV
**Frontier orbital gap**: 6.090 eV
**Total charge**: -2
**LUMO**: 0.1415 hartree
**2S+1**: 1

The geometry in XYZ format:
```
117
C45H54BF3N8O3S2Sr | the OMol25 dataset | ωB97M-V/def2-TZVPD
Sr 13.54 11.95 12.52
C 9.87 9.43 12.86
C 11.15 8.71 13.26
C 10.94 7.19 13.35
C 11.69 9.29 14.53
C 11.50 8.84 15.89
C 12.19 9.74 16.65
N 12.79 10.63 15.86
N 12.45 10.41 14.53
B 13.66 11.81 16.40
N 13.02 13.14 15.87
C 12.62 14.12 16.69
C 12.40 15.25 15.96
C 12.72 14.89 14.62
N 13.03 13.59 14.54
C 12.68 15.76 13.41
C 14.05 16.38 13.16
C 11.58 16.82 13.49
N 15.09 11.58 15.78
C 16.14 11.53 16.65
C 17.29 11.69 15.97
C 16.87 11.91 14.59
N 15.54 11.84 14.50
C 17.79 12.28 13.47
C 17.95 11.10 12.54
C 19.12 12.80 14.02
H 9.59 9.17 11.83
H 9.07 9.16 13.57
H 9.97 10.54 12.92
H 11.97 8.91 12.52
H 10.20 6.95 14.11
H 10.57 6.79 12.41
H 11.85 6.68 13.65
H 10.98 7.97 16.25
H 12.26 9.74 17.72
H 13.69 11.73 17.58
H 12.63 14.07 17.77
H 12.14 16.23 16.33
H 12.48 15.07 12.57
H 14.45 16.94 14.04
H 14.77 15.57 12.96
H 14.03 17.06 12.29
H 11.83 17.59 14.24
H 11.39 17.34 12.54
H 10.63 16.38 13.81
H 16.04 11.33 17.70
H 18.28 11.68 16.38
H 17.26 13.11 12.91
H 18.43 10.23 13.03
H 16.99 10.70 12.16
H 18.59 11.38 11.70
H 19.68 11.97 14.45
H 19.74 13.19 13.20
H 18.99 13.62 14.74
F 7.99 17.02 10.90
C 7.93 15.62 10.88
F 7.14 15.22 11.91
F 7.30 15.29 9.66
C 9.36 15.08 10.81
C 10.19 15.72 9.83
C 11.44 15.18 9.54
C 11.82 14.00 10.13
N 11.14 13.43 11.17
C 9.89 13.89 11.52
S 8.97 13.02 12.70
H 9.79 16.58 9.28
H 12.12 15.71 8.87
H 12.73 13.45 9.84
C 17.85 13.45 9.17
C 16.33 13.18 9.33
C 15.63 13.73 8.10
O 16.02 11.79 9.50
C 15.85 13.90 10.59
O 16.60 14.71 11.18
O 14.68 13.46 11.06
H 18.32 12.92 8.31
H 18.39 13.13 10.05
H 18.06 14.50 9.03
H 15.97 13.28 7.13
H 15.77 14.82 8.00
H 14.54 13.60 8.16
H 16.44 11.19 8.83
C 8.84 12.74 7.44
C 8.37 11.31 7.86
C 7.52 10.78 6.72
C 7.55 11.44 9.17
C 9.57 10.39 8.06
C 9.78 9.31 7.15
C 10.83 8.42 7.27
C 11.78 8.64 8.26
S 13.14 7.65 8.71
C 13.37 8.70 10.08
N 12.61 9.79 10.17
C 11.64 9.73 9.18
C 10.52 10.63 9.07
C 14.37 8.34 11.08
C 15.04 7.09 10.98
C 15.97 6.68 11.93
C 16.20 7.50 13.02
C 15.53 8.75 13.13
C 14.64 9.24 12.17
H 7.94 13.31 7.19
H 9.48 12.68 6.57
H 9.38 13.26 8.23
H 6.64 11.43 6.61
H 7.12 9.79 6.92
H 8.08 10.76 5.77
H 6.67 12.06 8.99
H 8.09 11.86 10.04
H 7.18 10.45 9.45
H 9.07 9.15 6.33
H 10.87 7.56 6.61
H 10.51 11.47 9.77
H 14.82 6.44 10.12
H 16.52 5.74 11.81
H 16.93 7.22 13.76
H 15.69 9.39 14.00
```

[4]
DFT (ωB97M-V/def2-TZVPD) results for a cluster of 8 separate species, C44H48N11 in total in a non-equilibrium geometry.

Output
**E**: -2307.5147 Eh
**Frontier orbital gap**: 7.472 eV
**Total charge**: +1
**LUMO**: -0.1230 hartree
**2S+1**: 1

The geometry in XYZ format:
```
103
C44H48N11 | the OMol25 dataset | ωB97M-V/def2-TZVPD
N 3.95 2.36 -0.95
C 3.53 1.58 0.06
N 2.63 2.06 0.92
C 1.50 1.16 1.33
C 1.95 -0.29 1.35
C 2.74 -0.57 0.07
C 2.98 -2.02 -0.24
C 4.17 -2.71 -0.08
C 4.19 -4.05 -0.46
C 3.03 -4.62 -0.98
N 1.87 -3.96 -1.10
C 1.88 -2.69 -0.74
N 3.99 0.26 0.18
H 4.94 2.54 -1.03
H 3.35 2.68 -1.70
H 2.26 2.92 0.54
H 0.71 1.28 0.59
H 1.09 1.46 2.30
H 2.64 -0.44 2.19
H 1.10 -0.96 1.51
H 2.17 -0.14 -0.76
H 5.07 -2.22 0.30
H 5.09 -4.64 -0.39
H 3.04 -5.65 -1.30
H 0.95 -2.12 -0.80
H 4.32 0.12 1.14
N -1.84 -0.60 -0.19
C -1.88 -1.93 -0.24
C -2.86 -2.66 -0.88
C -3.86 -1.95 -1.54
C -3.82 -0.56 -1.52
C -2.80 0.06 -0.82
H -1.06 -2.41 0.29
H -2.83 -3.74 -0.89
H -4.65 -2.47 -2.07
H -4.57 0.03 -2.03
H -2.72 1.14 -0.76
N -2.07 1.47 4.38
C -1.80 1.75 5.66
C -1.35 0.82 6.58
C -1.16 -0.49 6.15
C -1.43 -0.80 4.83
C -1.89 0.21 3.99
H -1.97 2.78 5.95
H -1.17 1.10 7.60
H -0.82 -1.25 6.83
H -1.31 -1.81 4.46
H -2.12 0.00 2.95
N -3.55 -1.53 8.12
C -3.35 -2.68 7.49
C -3.60 -3.92 8.05
C -4.08 -3.97 9.35
C -4.29 -2.77 10.03
C -4.01 -1.58 9.37
H -2.98 -2.60 6.47
H -3.43 -4.82 7.48
H -4.29 -4.91 9.83
H -4.66 -2.76 11.04
H -4.16 -0.63 9.87
N 5.16 3.40 -3.62
C 5.78 4.56 -3.84
C 6.89 4.68 -4.67
C 7.38 3.55 -5.29
C 6.74 2.34 -5.07
C 5.64 2.32 -4.23
H 5.37 5.43 -3.34
H 7.35 5.65 -4.81
H 8.24 3.61 -5.95
H 7.08 1.43 -5.54
H 5.11 1.39 -4.04
N 0.61 2.71 -3.04
C -0.64 2.33 -2.82
C -1.75 3.05 -3.22
C -1.55 4.25 -3.90
C -0.25 4.66 -4.13
C 0.79 3.87 -3.69
H -0.76 1.39 -2.29
H -2.75 2.69 -3.02
H -2.39 4.84 -4.24
H -0.05 5.58 -4.66
H 1.82 4.16 -3.86
N -1.19 4.34 -7.29
C -0.86 3.06 -7.08
C -0.38 2.22 -8.07
C -0.23 2.72 -9.35
C -0.57 4.04 -9.59
C -1.04 4.80 -8.53
H -0.99 2.70 -6.07
H -0.13 1.19 -7.84
H 0.14 2.09 -10.15
H -0.47 4.48 -10.57
H -1.31 5.84 -8.68
N -2.72 -3.94 4.14
C -2.48 -5.24 4.00
C -3.21 -6.07 3.16
C -4.25 -5.51 2.42
C -4.51 -4.16 2.56
C -3.72 -3.42 3.42
H -1.67 -5.64 4.59
H -2.97 -7.12 3.08
H -4.84 -6.13 1.76
H -5.31 -3.69 2.00
H -3.90 -2.36 3.56
```

[5]
DFT (ωB97M-V/def2-TZVPD) results for a structure of composition C12H24MnN6O3P2S2 in a non-equilibrium geometry.

Output
**E**: -3655.9681 Eh
**Expectation value of S²**: 6.3061
**Relative energy (zero: lowest compared OMol25 entry of this formula, charge and spin)**: 0.434 eV
**Frontier orbital gap (alpha / beta)**: 6.269 / 7.890 eV
**Total charge**: +1
**LUMO (alpha / beta)**: -0.1868 / -0.1327 hartree
**2S+1**: 5

The geometry in XYZ format:
```
50
C12H24MnN6O3P2S2 | the OMol25 dataset | ωB97M-V/def2-TZVPD
Mn -0.39 -0.18 0.10
C 2.36 -3.53 0.15
N 0.91 -3.34 0.20
C 0.44 -2.75 1.44
P 0.09 -2.89 -1.17
O -0.92 -1.83 -0.94
O 1.24 -2.28 -2.21
P 1.85 -0.78 -1.99
O 1.48 -0.29 -0.63
N 3.47 -1.01 -2.11
C 4.30 0.14 -1.79
C 4.07 -1.95 -3.04
N 1.21 0.21 -3.15
C 1.39 -0.17 -4.54
C -0.08 0.84 -2.92
N -0.57 -4.20 -1.89
C 0.16 -5.45 -2.03
C -1.62 -3.99 -2.87
H 2.64 -4.20 0.96
H 2.90 -2.58 0.25
H 2.63 -3.99 -0.80
H 0.92 -3.27 2.27
H -0.64 -2.90 1.52
H 0.68 -1.66 1.55
H 3.73 0.80 -1.14
H 4.60 0.69 -2.69
H 5.20 -0.20 -1.27
H 3.33 -2.69 -3.35
H 4.90 -2.46 -2.55
H 4.46 -1.45 -3.93
H 2.39 -0.58 -4.68
H 1.28 0.71 -5.17
H 0.66 -0.93 -4.85
H -0.17 1.13 -1.85
H -0.92 0.19 -3.20
H -0.14 1.76 -3.51
H 0.90 -5.53 -1.24
H 0.64 -5.52 -3.00
H -0.55 -6.27 -1.93
H -2.09 -3.03 -2.68
H -2.37 -4.77 -2.75
H -1.23 -4.02 -3.89
S -2.33 0.02 1.23
C -1.81 1.62 1.72
S -0.21 1.88 1.06
C -2.52 2.49 2.48
C -3.78 2.13 3.01
N -4.79 1.87 3.48
C -2.08 3.79 2.80
N -1.76 4.86 3.06
```